An isolated molecule of C7H16NOP at a distorted geometry, computed with ωB97M-V with the def2-TZVPD basis set.

As for the maximum force: 5.0 eV/A. The LUMO energy comes out at 0.7388 eV. Its SMILES is C/C=N\CC(C)(C)[P@H](C)=O. As for the orbital gap: 0.375 hartree. The relative energy (zero: lowest compared OMol25 entry of this formula, charge and spin) is 49.4 kcal per mole.

Structure (ORCA input):
```
! wB97M-V def2-TZVPD RIJCOSX def2/J DEFGRID3
* xyz 0 1
C -3.3854 0.4570 1.2681
C -2.9416 -0.0206 -0.0832
N -1.8105 -0.0898 -0.5951
C -0.6596 0.2680 0.0601
C 0.6381 -0.3845 -0.4412
C 0.9228 0.0234 -1.8559
C 0.4981 -1.9360 -0.4013
P 2.3388 -0.1193 0.3827
C 2.5403 1.7687 0.4818
O 3.4883 -0.8103 -0.2841
H -4.3702 -0.0217 1.6859
H -2.5646 0.2712 1.8981
H -3.7175 1.4929 1.2359
H -3.5664 -0.4276 -0.7893
H -0.8249 0.1270 1.2461
H -0.4705 1.3693 -0.1469
H 1.8211 -0.4345 -2.2451
H 0.9034 1.0619 -1.9130
H 0.2372 -0.3680 -2.5245
H 0.7125 -2.3817 0.6285
H 1.1791 -2.4430 -1.0799
H -0.5857 -2.2100 -0.5468
H 2.2522 -0.6214 1.7463
H 3.1740 2.0723 1.3838
H 2.9666 1.9892 -0.4663
H 1.6323 2.3969 0.4698
*
```


The ion C20H24NO2 with charge +1 at a distorted geometry, computed with ωB97M-V with the def2-TZVPD basis set.

As for the maximum force: 4.1 eV/A. The LUMO energy comes out at -4.7080 eV. Its SMILES is CO[C@@H](c1ccccc1)[C@@H](C=[N+]1CCOCC1)c1ccccc1. As for the orbital gap: 0.257 hartree. The relative energy (zero: lowest compared OMol25 entry of this formula, charge and spin) is 84.2 kcal per mole.

Structure (ORCA input):
```
! wB97M-V def2-TZVPD RIJCOSX def2/J DEFGRID3
* xyz 1 1
C -2.2637 0.8054 2.0095
O -0.8143 0.6585 1.9398
C -0.0607 1.0204 0.7679
C 1.2405 1.5488 1.2529
C 1.8335 2.7197 0.7175
C 3.1707 3.0488 0.9487
C 3.8932 2.2993 1.8930
C 3.2761 1.2910 2.6161
C 1.9015 0.9714 2.3542
C -0.0104 -0.1262 -0.4717
C -1.2176 -0.7882 -0.9341
N -1.7947 -1.8761 -0.3442
C -2.9814 -2.4546 -0.9988
C -3.7455 -3.4029 -0.0927
O -2.8564 -4.2793 0.5747
C -1.9252 -3.6122 1.4127
C -1.0602 -2.6365 0.6499
C 0.7629 0.5834 -1.5597
C 2.1453 0.4853 -1.6751
C 2.8639 1.2617 -2.5984
C 2.1881 2.0734 -3.5030
C 0.7865 2.1153 -3.4786
C 0.0794 1.3086 -2.5457
H -2.5636 -0.0566 2.6184
H -2.5386 1.7216 2.5583
H -2.7505 0.7749 1.0432
H -0.6303 1.8282 0.2186
H 1.2406 3.3114 0.0096
H 3.6439 3.8045 0.3660
H 4.9647 2.5012 2.0258
H 3.8390 0.7025 3.3385
H 1.4157 0.2250 2.9709
H 0.6849 -0.8732 0.0210
H -1.6640 -0.5634 -1.8931
H -3.6514 -1.6653 -1.3065
H -2.7202 -3.0373 -1.8908
H -4.3330 -2.8366 0.6389
H -4.4013 -4.0724 -0.6651
H -2.4523 -3.0507 2.2040
H -1.3199 -4.4084 1.8530
H -0.2511 -3.2182 0.1661
H -0.6153 -1.9426 1.3582
H 2.7108 -0.1977 -1.0204
H 3.9750 1.2424 -2.5879
H 2.7540 2.7166 -4.1981
H 0.2482 2.7706 -4.1533
H -0.9968 1.3087 -2.6101
*
```


A structure of composition C29H35F5N4P2Zn at a distorted geometry, computed with ωB97M-V with the def2-TZVPD basis set.

As for the maximum force: 2.3 eV/A. The LUMO energy (alpha / beta) comes out at -0.4720 / -1.0613 eV. As for the orbital gap (alpha / beta): 0.295 / 0.175 hartree.

Structure (ORCA input):
```
! wB97M-V def2-TZVPD RIJCOSX def2/J DEFGRID3
* xyz 0 1
Zn -0.4741 -1.5426 -5.4509
C -0.6949 3.8004 -2.0359
C -1.0285 2.8983 -2.9671
C -0.0061 2.1300 -3.7528
C 1.0100 1.3327 -2.8809
C 2.4055 1.8694 -3.0201
C 2.7226 3.1695 -2.9026
C 1.7644 4.2982 -2.6218
C 0.6921 4.0132 -1.5187
C 0.1799 -2.5388 -3.8913
H -1.4591 4.4464 -1.5982
H -2.0726 2.7558 -3.2747
H 0.5611 2.8235 -4.3967
H -0.5123 1.4251 -4.4316
H 0.6927 1.3310 -1.8238
H 1.0466 0.2791 -3.2135
H 3.1891 1.1171 -3.2114
H 3.7645 3.4852 -3.0587
H 1.2582 4.5749 -3.5574
H 2.3467 5.1801 -2.3050
H 1.0145 3.1570 -0.9079
H 0.6621 4.8845 -0.8466
H -0.7040 -2.8243 -3.3013
H 0.8754 -1.9293 -3.2994
H 0.7020 -3.4494 -4.1984
P 1.0948 -1.4115 -7.0189
P -2.1228 -1.1120 -6.9062
N 2.4110 -0.3305 -6.8252
N 2.0323 -2.7304 -7.7772
N -2.3524 0.6365 -7.0006
N -3.8013 -1.5028 -7.2974
C 0.1426 -0.7856 -8.4567
C -1.2896 -1.3717 -8.5163
C 3.4523 -0.5128 -5.8971
C 4.4817 0.3507 -6.2324
C 4.0891 1.0661 -7.4111
C 2.8265 0.6203 -7.7596
C 2.2672 -4.0232 -7.2973
C 2.8923 -4.7663 -8.2942
C 3.0698 -3.9004 -9.4234
C 2.5910 -2.6503 -9.0595
C -2.8124 1.3670 -5.8988
C -2.8854 2.7038 -6.2525
C -2.4294 2.8194 -7.6014
C -2.1251 1.5385 -8.0449
C -4.5426 -0.9253 -8.3472
C -5.6867 -1.6747 -8.5562
C -5.6741 -2.7520 -7.6021
C -4.5188 -2.6197 -6.8428
H 0.6966 -1.0549 -9.3618
H 0.1064 0.3116 -8.4012
H -1.8734 -0.9253 -9.3399
H -1.2558 -2.4598 -8.7047
H 3.3352 -1.2197 -5.0893
H 5.4204 0.4519 -5.7021
H 4.6685 1.7971 -7.9522
H 2.1608 0.9079 -8.5614
H 1.9691 -4.2836 -6.2942
H 3.1852 -5.8011 -8.2439
H 3.4789 -4.1577 -10.3899
H 2.5855 -1.7195 -9.6056
H -3.0577 0.8620 -4.9735
H -3.2434 3.5001 -5.6251
H -2.3466 3.7263 -8.1844
H -1.7705 1.2005 -9.0132
H -4.1892 -0.0269 -8.8365
H -6.4423 -1.4821 -9.3074
H -6.4237 -3.5239 -7.5146
H -4.1384 -3.1980 -6.0143
F -1.1574 -0.1170 -0.0918
C -1.4240 -1.4159 -0.3470
F -0.5703 -2.1868 0.3482
C -2.8910 -1.7519 -0.0930
F -3.1800 -1.5049 1.2029
F -3.6712 -0.9790 -0.8797
F -3.1112 -3.0596 -0.3483
*
```


The ion C4H6F3IN3 with charge +1 at a distorted geometry, computed with ωB97M-V with the def2-TZVPD basis set.

As for the maximum force: 5.3 eV/A. The LUMO energy comes out at -5.3433 eV. Its SMILES is C/[N+](=C/C(F)(F)F)N/C=N/I. As for the orbital gap: 0.273 hartree.

Structure (ORCA input):
```
! wB97M-V def2-TZVPD RIJCOSX def2/J DEFGRID3
* xyz 1 1
C 0.9424 -1.4237 -1.5010
N 0.2673 -0.4301 -0.7728
C -1.0258 -0.4460 -0.7262
C -1.9320 0.3494 0.1397
F -1.8129 -0.1924 1.3738
F -1.5925 1.6619 0.1952
F -3.1229 0.4009 -0.3935
N 1.0179 0.3676 -0.0339
C 0.9172 1.1248 1.2087
N 0.5345 0.5874 2.2499
I 0.5105 1.3706 4.1025
H 1.5966 -2.0793 -0.8470
H 0.3083 -1.9704 -1.9990
H 1.6876 -1.1227 -2.1680
H -1.5965 -0.9253 -1.4498
H 2.0045 0.5920 -0.3611
H 1.2958 2.1353 0.9824
*
```